Arrangement one

9
Properties=species:S:1:pos:R:3:lowdin_charge:R:1 method="wB97M-V/def2-TZVPD" smiles=C[C@@H]1NO1 e_homo_ev=-9.338 lumo_energy_ev=1.108 total_charge=0 mol_weight_g_mol=59.1
C -0.17140 -0.01510 0.54975 -0.435
C -0.12041 0.72626 -0.77182 -0.029
N 0.58075 -1.20022 0.92040 0.033
O -0.81463 -1.17688 0.76954 -0.070
H -0.32084 0.61331 1.48164 0.151
H 0.18529 0.02308 -1.48736 0.052
H 0.71291 1.54118 -0.73503 0.113
H -0.98987 1.35014 -0.92753 0.071
H 0.93819 -1.86177 0.20041 0.113



Arrangement two

9
Properties=species:S:1:pos:R:3:lowdin_charge:R:1 method="wB97M-V/def2-TZVPD" e_homo_ev="-9.868 / -8.423" lumo_energy_ev="0.265 / -0.250" total_charge=0 mol_weight_g_mol=59.1
C -0.76138 -0.00738 0.20503 -0.380
C 0.59391 0.39584 -0.26452 -0.063
N -1.83577 -0.72594 -0.26425 0.044
O -1.97389 0.66910 0.00042 -0.035
H -0.23382 0.13393 2.43095 0.118
H 0.87776 -0.15265 -1.26219 0.129
H 1.21981 0.15155 0.54527 0.027
H 0.54369 1.42474 -0.29729 0.051
H -1.85126 -1.04120 -1.22341 0.109



Which of them is least stable? Easy: arrangement two.



Arrangement one

9
Properties=species:S:1:pos:R:3:lowdin_charge:R:1 method="wB97M-V/def2-TZVPD" smiles=[NH3+][O-].C#C e_homo_ev=-8.458 lumo_energy_ev=0.589 total_charge=0 mol_weight_g_mol=59.1
C -1.68451 0.94252 -0.36683 -0.016
C -2.02523 0.41543 0.63933 -0.024
N 1.81542 -0.31849 0.07898 -0.113
O 1.74507 1.01730 0.09851 -0.354
H -1.24582 1.21760 -1.32737 0.038
H 1.30904 -0.62688 0.98376 0.170
H -2.45731 0.33557 1.59332 0.006
H 1.33685 -0.58351 -0.80437 0.142
H 2.82889 -0.59295 0.08044 0.151



Arrangement two

9
Properties=species:S:1:pos:R:3:lowdin_charge:R:1 method="wB97M-V/def2-TZVPD" smiles="C=NOC" e_homo_ev=-9.581 lumo_energy_ev=1.247 total_charge=0 mol_weight_g_mol=59.1
C 1.54309 0.09480 -0.02641 -0.095
C -1.85987 -0.10591 -0.02673 -0.032
H 2.04437 -0.13662 0.93081 0.084
H 1.35397 1.17426 -0.11825 0.083
H 2.14307 -0.33864 -0.80488 0.070
H -2.03080 -1.15458 -0.02826 0.061
H -2.76231 0.56501 0.04672 0.086
N -0.70518 0.43086 0.00688 -0.050
O 0.27364 -0.52917 0.02012 -0.208



Arrangement three

9
Properties=species:S:1:pos:R:3:lowdin_charge:R:1 method="wB97M-V/def2-TZVPD" smiles="CNC=O" e_homo_ev=-9.858 lumo_energy_ev=0.900 total_charge=0 mol_weight_g_mol=59.1
C 0.20278 0.90594 -0.61288 -0.085
N 0.25440 -0.47785 -0.19681 -0.043
C -0.49399 -0.93737 0.84024 -0.382
O -1.54076 -0.44969 1.21969 0.014
H -0.41134 1.43331 0.11955 0.084
H 1.21403 1.32927 -0.59976 0.083
H -0.23627 1.04225 -1.60470 0.080
H 1.01066 -1.06207 -0.51321 0.122
H 0.00049 -1.78378 1.34787 0.127



Which of them is least stable? Easy: arrangement one.



Arrangement one

23
Properties=species:S:1:pos:R:3:lowdin_charge:R:1 method="wB97M-V/def2-TZVPD" e_homo_ev=-3.652 lumo_energy_ev=3.554 total_charge=-1 mol_weight_g_mol=167.2
C -3.58453 -3.29099 0.43995 -0.023
C -2.34809 -2.56719 -0.15282 -0.637
O -1.24196 -3.14059 0.27610 -0.026
O -2.42401 -1.63245 -0.92186 0.022
H -4.31283 -3.57843 -0.32087 0.059
H -4.05519 -2.53949 1.07200 0.070
H -3.23335 -4.23976 0.83009 0.060
C 1.98631 3.73601 -0.33793 -0.084
C 0.90548 -0.46112 0.18490 -0.394
C 0.01350 0.46623 -0.38587 -0.027
C 2.18230 0.04483 0.56645 -0.036
C 0.37534 1.78805 -0.59226 -0.091
C 2.51323 1.37370 0.38172 -0.093
C 1.61768 2.25857 -0.21472 -0.328
O 0.66451 -1.72236 0.40616 -0.056
H -0.38489 -2.33293 0.32292 0.024
H -0.83021 0.09686 -0.96330 0.088
H 2.77651 -0.75051 1.00278 0.098
H -0.27798 2.38621 -1.22243 0.099
H 3.54437 1.68847 0.51259 0.096
H 2.01041 4.13507 0.68218 0.063
H 1.15316 4.26640 -0.80156 0.058
H 2.95028 4.01541 -0.76425 0.059



Arrangement two

23
Properties=species:S:1:pos:R:3:lowdin_charge:R:1 method="wB97M-V/def2-TZVPD" e_homo_ev=-4.494 lumo_energy_ev=3.257 total_charge=-1 mol_weight_g_mol=167.2
C -0.07067 -2.06044 3.31564 -0.099
C -0.99731 -0.30188 -0.41405 -0.337
C -0.07453 -1.44639 -0.36744 0.003
C -1.55602 0.26880 0.73393 -0.013
C 0.24844 -1.93946 0.89118 -0.071
C -1.32976 -0.39655 1.98383 -0.064
C -0.46906 -1.45896 2.00459 -0.341
O -0.86837 0.31687 -1.57492 -0.056
H -0.97708 1.39903 -1.60196 0.083
H 0.54397 -1.73713 -1.20677 0.100
H -1.95789 1.26671 0.64820 0.104
H 0.88611 -2.80338 0.95183 0.095
H -1.88814 -0.12341 2.86726 0.099
H -0.75831 -2.91478 3.49290 0.074
H -0.21797 -1.34827 4.15699 0.074
H 0.90512 -2.54381 3.46147 0.068
C 1.65988 1.71571 -2.98337 -0.016
C 0.68803 2.89879 -2.57668 -0.705
O -0.34170 2.65909 -1.87951 -0.076
O 1.06524 4.04596 -2.87926 -0.074
H 1.13721 0.87146 -2.54746 0.035
H 2.60311 1.77569 -2.42530 0.062
H 1.76970 1.85635 -4.05110 0.057



Which of them is least stable? Easy: arrangement two.



Arrangement one

23
Properties=species:S:1:pos:R:3:lowdin_charge:R:1 method="wB97M-V/def2-TZVPD" e_homo_ev=-3.536 lumo_energy_ev=3.534 total_charge=-1 mol_weight_g_mol=167.2
C -1.97851 3.61817 1.47568 -0.004
C -0.60561 3.85354 0.84887 -0.643
O 0.11855 2.82974 0.46979 0.014
O -0.22311 4.99862 0.66092 -0.001
H -2.64543 4.22006 0.86946 0.072
H -1.97713 4.11812 2.44070 0.070
H -2.21798 2.56649 1.58780 0.061
C 0.95024 -3.38736 -2.16810 -0.098
C 1.19582 -0.15836 -0.21212 -0.031
C 1.64494 -1.21591 -1.03824 -0.072
C 0.05332 -0.35409 0.59825 -0.413
C 0.93307 -2.41916 -1.02720 -0.336
C -0.35130 -1.70794 0.92147 -0.037
C 0.11089 -2.67844 0.08758 -0.106
O -0.72534 0.62135 0.95798 -0.101
H 1.83143 0.71272 -0.13850 0.094
H 2.44189 -1.05724 -1.74139 0.090
H -0.18694 1.84857 0.95403 0.059
H -1.05165 -1.72355 1.74014 0.094
H 1.17041 -2.97924 -3.16217 0.065
H -0.00396 -3.88135 -2.35241 0.063
H -0.22687 -3.70016 0.20319 0.095
H 1.74326 -4.12456 -1.97572 0.066



Arrangement two

23
Properties=species:S:1:pos:R:3:lowdin_charge:R:1 method="wB97M-V/def2-TZVPD" e_homo_ev=-3.121 lumo_energy_ev=3.574 total_charge=-1 mol_weight_g_mol=167.2
C 1.81516 3.34754 -0.34805 -0.096
C 2.13082 -0.46741 -0.04429 -0.043
C 2.42839 0.87982 -0.24641 -0.098
C 0.84480 -0.86418 0.41482 -0.512
C 1.52444 1.90539 0.00681 -0.340
C -0.04709 0.22039 0.72118 -0.073
C 0.28602 1.55862 0.53848 -0.088
O 0.46168 -2.06884 0.58437 -0.138
H 2.92091 -1.16812 -0.27379 0.086
H 3.39773 1.14789 -0.64516 0.089
H -1.38989 -0.92780 -0.69338 0.061
H -1.07395 -0.00767 0.99958 0.081
H 1.72340 3.96449 0.55909 0.062
H 1.08840 3.76441 -1.05853 0.064
H -0.43716 2.32493 0.77728 0.096
H 2.81188 3.57485 -0.72819 0.057
C -2.56214 -2.66827 0.53344 -0.009
C -2.87861 -2.15462 -0.83713 -0.587
O -3.82745 -2.49676 -1.49588 0.062
O -1.93231 -1.36890 -1.37276 0.096
H -2.03829 -1.96437 1.17466 0.058
H -1.82218 -3.45893 0.36896 0.095
H -3.42456 -3.07247 1.06489 0.078



Which of them is least stable? Easy: arrangement one.



Arrangement one

13
Properties=species:S:1:pos:R:3:lowdin_charge:R:1 method="wB97M-V/def2-TZVPD" smiles="NC(N)=[NH+]C(=S)S" e_homo_ev=-13.178 lumo_energy_ev=-4.568 total_charge=+1 mol_weight_g_mol=136.2
C 0.47420 0.05292 0.03197 -0.333
C -2.05296 0.14034 0.08854 -1.185
N 1.59053 -0.70454 0.05531 0.195
N 0.75816 1.34385 -0.10492 0.210
N -0.81936 -0.52686 0.09787 0.011
S -2.30845 1.73560 0.04618 0.779
S -3.26380 -1.12228 -0.08166 0.839
H 2.47098 -0.38763 -0.23259 0.111
H 1.62249 -1.54907 0.65056 0.154
H 1.67474 1.70424 -0.33529 0.150
H -0.03457 1.90181 -0.38796 0.026
H -0.70428 -1.47287 0.41524 0.129
H -4.28465 -0.40120 0.42091 -0.084



Arrangement two

13
Properties=species:S:1:pos:R:3:lowdin_charge:R:1 method="wB97M-V/def2-TZVPD" e_homo_ev="-14.571 / -14.567" lumo_energy_ev="-7.598 / -7.599" total_charge=+1 mol_weight_g_mol=136.2
C -1.09231 -2.46877 -0.37732 -0.370
C -1.17307 -0.18330 0.04210 -0.447
N -0.00477 -1.92184 -0.60948 0.041
N -0.07663 -0.60356 -0.46519 -0.075
N 1.88196 0.98875 0.13286 0.039
S -2.32572 -1.35523 0.16010 1.117
S -1.23979 2.69448 0.24661 0.626
H -1.29575 -3.46786 -0.51300 0.076
H 2.74459 0.47709 -0.15721 0.093
H 0.74727 0.02367 -0.32229 0.033
H 2.01667 1.86103 -0.40621 0.074
H 1.96440 1.28311 1.09980 0.066
H -2.14684 2.67243 1.16923 -0.271



Which of them is least stable? Easy: arrangement two.



Arrangement one

14
Properties=species:S:1:pos:R:3:lowdin_charge:R:1 method="wB97M-V/def2-TZVPD" e_homo_ev=-7.327 lumo_energy_ev=0.870 total_charge=0 mol_weight_g_mol=88.1
C -0.93373 0.02041 0.72112 -0.133
C -0.64764 1.30304 -0.01610 -0.154
O 0.73856 1.50231 0.23711 -0.074
C 1.34701 0.26353 0.13227 -0.155
O 0.30611 -0.73394 0.42289 -0.239
C -0.28215 -1.57225 -0.89598 -0.003
H -0.95151 0.12106 1.80164 0.130
H -1.82048 -0.49972 0.34490 0.114
H -0.84075 1.19093 -1.09217 0.132
H -1.19377 2.14744 0.39711 0.133
H 2.16153 0.21097 0.86499 0.147
H 1.72629 0.04751 -0.87503 0.131
H -0.16482 -2.57188 -0.45352 -0.004
H 0.55534 -1.42941 -1.58922 -0.023



Arrangement two

14
Properties=species:S:1:pos:R:3:lowdin_charge:R:1 method="wB97M-V/def2-TZVPD" smiles=O[C@H]1CCOC1 e_homo_ev=-9.779 lumo_energy_ev=0.982 total_charge=0 mol_weight_g_mol=88.1
O 0.68590 -0.92598 -1.62892 -0.114
C 0.43421 0.36975 -0.80943 -0.257
C -1.02038 0.16309 -0.45483 -0.115
C -1.03147 -0.07841 1.06492 -0.187
O 0.31425 -0.43208 1.37846 -0.138
C 1.15234 0.33252 0.53057 -0.170
H 0.96691 -1.66148 -1.05292 0.091
H 0.70714 1.16471 -1.50458 0.144
H -0.85185 -0.80417 -1.06825 0.129
H -1.78475 0.83724 -0.86197 0.118
H -1.66044 -0.92838 1.34375 0.119
H -1.34577 0.78857 1.67740 0.121
H 1.31646 1.34508 0.93992 0.132
H 2.11744 -0.17044 0.44588 0.128



Which of them is least stable? Easy: arrangement one.



Arrangement one

14
Properties=species:S:1:pos:R:3:lowdin_charge:R:1 method="wB97M-V/def2-TZVPD" smiles=C[C@H]1O[C@H]1CO e_homo_ev=-10.135 lumo_energy_ev=1.036 total_charge=0 mol_weight_g_mol=88.1
C -0.93089 -0.94406 1.45767 -0.043
C 0.30442 -0.37105 0.91382 -0.260
O 0.99445 -1.03984 -0.25105 -0.053
C 0.51818 0.31092 -0.34770 -0.281
C -0.57433 0.50397 -1.36384 -0.224
O -0.07379 0.40474 -2.67808 -0.049
H -1.62240 -1.21645 0.65761 0.079
H -1.41934 -0.20070 2.09714 0.091
H -0.74743 -1.83311 2.06748 0.088
H 1.26165 -0.32362 1.51732 0.161
H 1.32382 1.04248 -0.44087 0.150
H -0.99067 1.51022 -1.27970 0.130
H -1.38722 -0.21115 -1.19517 0.115
H 0.37451 -0.45143 -2.73541 0.094



Arrangement two

14
Properties=species:S:1:pos:R:3:lowdin_charge:R:1 method="wB97M-V/def2-TZVPD" smiles="C/C=C/OCO" e_homo_ev=-8.713 lumo_energy_ev=0.980 total_charge=0 mol_weight_g_mol=88.1
C -1.99571 -0.55342 0.79056 -0.106
C -0.56632 -0.24911 0.52700 -0.157
C 0.21522 -0.88159 -0.35141 -0.178
O 1.51136 -0.55199 -0.64296 -0.091
C 1.89858 0.82258 -0.43944 -0.279
O 0.86790 1.68752 -0.77854 -0.060
H -2.18010 -0.71884 1.85866 0.075
H -2.63377 0.29733 0.51418 0.078
H -2.28406 -1.43058 0.20946 0.072
H -0.19900 0.59352 1.09811 0.106
H -0.04980 -1.83565 -0.80988 0.129
H 0.44693 1.08663 -1.49835 0.148
H 2.18910 0.99702 0.60578 0.134
H 2.73784 0.89537 -1.14118 0.130



Arrangement three

14
Properties=species:S:1:pos:R:3:lowdin_charge:R:1 method="wB97M-V/def2-TZVPD" e_homo_ev=-7.492 lumo_energy_ev=0.370 total_charge=0 mol_weight_g_mol=88.1
C 2.30174 -0.64468 0.12764 -0.009
C 0.29186 1.34972 -0.72806 -0.010
C -0.13796 0.11381 -0.01204 -0.314
O 0.61558 -0.76783 0.41037 -0.048
C -1.62793 -0.10409 0.18681 -0.199
O -1.95704 -1.01209 1.18984 -0.021
H 2.56212 -0.96614 1.16044 -0.027
H 1.27386 1.20992 -1.18723 0.067
H 2.36643 -1.61273 -0.41776 -0.028
H -0.48991 1.65767 -1.43260 0.094
H 0.37747 2.13828 0.03221 0.114
H -2.11663 0.84450 0.42853 0.139
H -2.02094 -0.39327 -0.80687 0.145
H -1.43867 -1.81307 1.04871 0.098



Arrangement four

14
Properties=species:S:1:pos:R:3:lowdin_charge:R:1 method="wB97M-V/def2-TZVPD" e_homo_ev=-9.656 lumo_energy_ev=0.982 total_charge=0 mol_weight_g_mol=88.1
C -1.26107 -1.01199 0.10181 -0.061
C -0.19661 -0.05245 0.60226 -0.283
C 1.25571 -0.35446 0.22827 -0.125
O 1.51564 0.95497 -0.36996 -0.071
C -0.10413 1.27747 -0.19162 -0.325
O -0.35087 1.26282 -1.47430 -0.080
H -2.26099 -0.67054 0.38980 0.083
H -1.11375 -2.01448 0.51948 0.081
H -1.22357 -1.06706 -0.99052 0.082
H -0.29592 0.13903 1.67604 0.139
H 1.93769 -0.50639 1.06644 0.121
H 1.39959 -1.14740 -0.51198 0.129
H 0.93257 0.97016 -1.40671 0.161
H -0.23430 2.22033 0.36099 0.149



Which of them is least stable? Easy: arrangement three.



Arrangement one

14
Properties=species:S:1:pos:R:3:lowdin_charge:R:1 method="wB97M-V/def2-TZVPD" smiles="C=C/N=C/NN=C" e_homo_ev=-8.151 lumo_energy_ev=1.018 total_charge=0 mol_weight_g_mol=97.1
C 3.42115 -0.19183 -0.10032 -0.023
C 2.20694 0.36862 0.00978 -0.277
C -0.03724 0.26976 0.02680 -0.232
C -3.49585 -0.08867 -0.07174 -0.057
H 3.44990 -1.24477 -0.31753 0.044
H 4.31654 0.43171 -0.11427 0.045
H 2.06066 1.53988 0.21731 0.132
H -0.09147 1.36810 0.13406 0.130
H -1.31370 -1.43120 0.19156 0.182
H -4.36193 0.57163 -0.07156 0.060
H -3.64188 -1.15518 0.24232 0.076
N 1.03412 -0.47004 0.00744 0.025
N -1.22300 -0.38356 -0.00170 -0.049
N -2.32423 0.41555 -0.15216 -0.057



Arrangement two

14
Properties=species:S:1:pos:R:3:lowdin_charge:R:1 method="wB97M-V/def2-TZVPD" e_homo_ev=-7.531 lumo_energy_ev=1.110 total_charge=0 mol_weight_g_mol=97.1
N 1.90539 1.15390 0.05192 0.097
C 0.75364 0.40004 -0.30908 -0.524
C -0.69758 0.86151 -0.35661 0.030
C -1.09617 -0.26439 0.27188 -0.306
N -2.27712 -0.79666 0.71614 0.115
C 0.29787 -0.83312 0.37107 -0.168
N 0.89076 -0.88018 -1.00660 0.111
H 2.58269 1.23323 -0.69319 0.071
H 1.63990 2.07994 0.36369 0.077
H -1.21724 1.63812 -0.90737 0.084
H -2.32271 -1.80320 0.76656 0.095
H -3.12232 -0.36002 0.37835 0.095
H 0.80081 -1.24618 1.23424 0.137
H 1.86207 -1.18299 -0.88099 0.087



Arrangement three

14
Properties=species:S:1:pos:R:3:lowdin_charge:R:1 method="wB97M-V/def2-TZVPD" smiles=Cc1cn(C)nn1 e_homo_ev=-9.328 lumo_energy_ev=0.873 total_charge=0 mol_weight_g_mol=97.1
C -1.42304 -1.55523 1.29150 -0.023
N -0.47926 -0.54913 0.85616 -0.209
C 0.09559 -0.44648 -0.36126 -0.037
C 0.68147 0.79375 -0.36407 -0.351
C 1.35861 1.50423 -1.49045 -0.052
N 0.44860 1.36379 0.85132 0.037
N -0.26020 0.55400 1.57754 0.021
H -1.78097 -1.27208 2.28081 0.087
H -0.95328 -2.54105 1.32889 0.088
H -2.26437 -1.57883 0.59291 0.090
H 0.03357 -1.23320 -1.09836 0.126
H 1.63437 2.51527 -1.18342 0.075
H 2.25824 0.98039 -1.82842 0.074
H 0.67682 1.58110 -2.34481 0.076



Arrangement four

14
Properties=species:S:1:pos:R:3:lowdin_charge:R:1 method="wB97M-V/def2-TZVPD" smiles=CNc1cc[nH]n1 e_homo_ev=-7.555 lumo_energy_ev=1.104 total_charge=0 mol_weight_g_mol=97.1
C -1.80682 -1.38847 -0.60186 -0.099
N -0.44776 -1.25999 -0.09783 -0.034
C 0.30526 -0.18713 0.33801 -0.359
N 1.65777 -0.36021 0.44945 0.050
N 2.13834 0.90888 0.35130 -0.069
C 1.14974 1.81592 0.28121 -0.149
C -0.06252 1.18637 0.45097 -0.035
H -2.21500 -0.46626 -1.03709 0.079
H -1.82964 -2.14513 -1.40285 0.081
H -2.50186 -1.73422 0.17449 0.070
H 0.14923 -2.05381 -0.23712 0.112
H 3.05732 1.19736 0.66383 0.146
H 1.37102 2.79022 -0.11860 0.108
H -0.96510 1.69645 0.78608 0.097



Which of them is least stable? Easy: arrangement two.